ORCA calculation (the ωB97M-V functional and the def2-TZVPD basis) on an isolated molecule of C12H25N5O3.

Element x y z (Å)
H -6.577 -0.614 2.143
N -5.571 -0.237 2.175
C -4.837 -1.327 2.173
N -5.344 -2.640 2.275
N -3.488 -1.075 1.817
C -2.372 -2.057 1.779
C -1.035 -1.577 1.054
C -1.167 -1.195 -0.456
C 0.033 -0.397 -0.880
N 0.049 -0.004 -2.320
C 1.275 -1.178 -0.743
O 1.346 -2.350 -1.036
N 2.448 -0.656 -0.593
C 2.865 0.681 -0.245
C 2.072 1.165 0.976
O 1.335 0.553 1.757
O 2.402 2.545 1.266
C 3.010 1.753 -1.332
C 3.407 1.200 -2.631
C 1.758 2.584 -1.520
C 1.868 3.612 -2.697
H -4.809 -3.451 2.752
H -6.447 -2.826 2.416
H -3.446 -0.093 1.929
H -2.811 -2.956 1.309
H -2.107 -2.375 2.892
H -0.195 -2.422 1.154
H -0.443 -0.795 1.745
H -1.282 -2.057 -1.035
H -2.044 -0.482 -0.547
H 0.029 0.584 -0.302
H -0.674 0.823 -2.543
H -0.334 -0.895 -2.825
H 3.201 -1.405 -0.459
H 3.855 0.613 0.214
H 3.056 2.931 0.637
H 3.866 2.393 -0.979
H 2.428 0.841 -3.249
H 3.859 1.952 -3.257
H 4.114 0.212 -2.574
H 0.982 2.094 -2.003
H 1.528 3.095 -0.554
H 1.774 2.934 -3.753
H 1.023 4.292 -2.699
H 2.868 4.305 -2.659

SMILES	[H]/N=C(\N)NCCC[C@H](N)C(=O)N[C@H](C(=O)O)[C@@H](C)CC
max |F|	0.1157	hartree/bohr
energy relative to the best compared isomer or geometry (same formula, charge and spin)	5.2595	eV
2S+1	1
calculated total energy	-26439.1091	eV
Kohn-Sham gap	8.41	eV

List of Mulliken charges in e, atom by atom: 0.173, -0.730, 0.391, -0.485, -0.069, -0.796, -0.321, -1.125, 0.861, -0.575, -0.195, -0.723, -0.008, -0.109, 0.143, -0.549, -0.593, 0.195, -1.671, -0.019, -1.349, 0.226, 0.233, 0.260, 0.389, 0.229, 0.240, 0.203, 0.485, 0.273, 0.262, 0.315, 0.333, 0.351, 0.455, 0.425, 0.516, 0.221, 0.470, 0.267, -0.251, 0.727, 0.247, 0.442, 0.239